Record 1
Formula: C3H5F2N3
Source: OMol25
Level of theory: ωB97M-V/def2-TZVPD

Structure (XYZ):
```
13
Properties=species:S:1:pos:R:3:lowdin_charge:R:1
N -0.26595 -2.08645 -1.97198 0.201
C -0.44098 -1.36673 -1.11023 -0.138
C -0.91839 -0.44708 -0.11393 -0.527
N -1.69772 0.60919 -0.78457 0.121
F -1.72904 -0.84225 0.86354 0.096
C 0.39341 0.15772 0.64352 -0.350
N 1.13603 -0.71881 1.38203 0.091
F -0.21409 1.11247 1.50832 -0.030
H -1.23904 1.32466 -1.31039 0.084
H -2.12938 1.16181 -0.09921 0.063
H 0.91891 0.62015 -0.20828 0.155
H 2.10848 -0.94976 1.23963 0.093
H 0.76726 -1.38638 2.12037 0.141
```

The calculation puts the total energy at -481.2716 hartree. Its frontier orbital gap is 10.6 eV. The calculation puts the relative energy (zero: lowest compared OMol25 entry of this formula, charge and spin) at 0.0 kJ/mol. For the molecular weight, the calculation gives 121.090 u. Its spin multiplicity is 1. As for the structure (SMILES): N#C[C@@](N)(F)[C@H](N)F.


Record 2
Formula: C7H11N4
Source: OMol25
Level of theory: ωB97M-V/def2-TZVPD

Structure (XYZ):
```
22
Properties=species:S:1:pos:R:3:lowdin_charge:R:1
C 1.49159 -1.06480 -2.43904 -0.093
C 0.22995 -1.38925 -2.12995 -0.061
C 2.26238 -0.22525 -1.66252 -0.028
C -0.32553 -0.86978 -0.95386 -0.047
C 1.67013 0.31416 -0.47613 0.013
C 0.28800 0.07561 -0.15490 -0.142
C -0.21721 0.55469 1.21785 -0.420
N -1.59740 -1.03221 2.03403 0.180
N -0.43748 -0.50547 2.04743 0.088
N 0.32578 1.63161 1.80162 0.204
N -1.95847 1.05531 0.76305 0.168
H 1.84753 -1.45534 -3.44445 0.147
H -0.41182 -1.88680 -2.81997 0.115
H 3.32569 -0.19384 -1.85224 0.115
H -1.30172 -1.17816 -0.71577 0.087
H 2.26876 0.78823 0.25690 0.094
H -1.63297 -1.82318 2.55199 0.047
H 0.98012 2.21001 1.32917 0.121
H 0.23817 1.66547 2.73410 0.078
H -2.76152 0.86389 1.49544 0.172
H -2.03476 1.95122 0.47479 0.063
H -2.24922 0.51387 -0.05755 0.098
```

The calculation puts the total energy at -492.0260 hartree. Its total charge is +1. Its frontier orbital gap is 8.5 eV. The calculation puts the relative energy (zero: lowest compared OMol25 entry of this formula, charge and spin) at 331.4 kJ/mol. For the molecular weight, the calculation gives 151.193 u. Its spin multiplicity is 1.


Record 3
Formula: C5H11N
Source: OMol25
Level of theory: ωB97M-V/def2-TZVPD

Structure (XYZ):
```
17
Properties=species:S:1:pos:R:3:lowdin_charge:R:1
C 1.20476 -1.43271 1.11766 -0.094
C 0.77410 0.02393 1.03171 -0.267
N 0.82194 0.61478 -0.31048 -0.080
C 0.29589 -0.08320 -1.47205 -0.128
C -0.42051 1.09261 -0.91737 -0.324
C -1.78447 0.89001 -0.28379 -0.072
H 1.11861 -1.80116 2.15120 0.075
H 0.53413 -2.03797 0.49747 0.059
H 2.23204 -1.58385 0.76648 0.076
H -0.23479 0.09171 1.45572 0.089
H 1.40691 0.65220 1.66568 0.108
H 0.88591 0.03616 -2.37835 0.099
H -0.15620 -1.07601 -1.36131 0.106
H -0.29692 2.06273 -1.41071 0.130
H -2.55271 0.81540 -1.06206 0.079
H -2.04861 1.72284 0.37568 0.076
H -1.85412 -0.03212 0.30151 0.067
```

The calculation puts the total energy at -251.8113 hartree. Its frontier orbital gap is 9.9 eV. The calculation puts the relative energy (zero: lowest compared OMol25 entry of this formula, charge and spin) at 134.4 kJ/mol. For the molecular weight, the calculation gives 85.150 u. Its spin multiplicity is 1. As for the structure (SMILES): CCN1C[C@H]1C.


Record 4
Formula: C12H36BFO4Rb
Source: OMol25
Level of theory: ωB97M-V/def2-TZVPD

Structure (XYZ):
```
55
Properties=species:S:1:pos:R:3:lowdin_charge:R:1
Rb -28.96244 10.06355 -6.08273 0.838
F -29.79057 7.29238 -6.44205 -0.559
B -32.47110 9.86612 -4.95280 -0.449
H -31.55043 9.41448 -5.28841 -0.166
H -33.32846 9.33291 -5.33338 -0.091
H -32.44055 9.84991 -3.87435 -0.102
H -32.48409 10.86614 -5.35780 -0.107
C -26.37522 6.46457 -10.15822 -0.055
C -27.04267 6.02949 -8.86086 -0.501
C -26.54061 4.72127 -8.27706 -0.048
O -26.97289 7.04878 -7.87901 -0.055
H -26.83586 7.33059 -10.63354 0.072
H -26.24937 5.72156 -10.94574 0.075
H -25.34461 6.77365 -9.98378 0.074
H -28.08270 5.89305 -9.15721 0.114
H -26.64482 3.90141 -8.98774 0.074
H -26.96214 4.39094 -7.32769 0.071
H -25.45759 4.82528 -8.21103 0.077
H -27.80325 6.99066 -7.40074 0.036
C -31.63322 8.11444 -10.47781 -0.041
C -30.64659 8.85501 -9.51333 -0.503
C -30.13025 10.16313 -10.07202 -0.053
O -31.23572 8.96659 -8.24060 -0.061
H -32.43172 8.75607 -10.85037 0.071
H -32.06995 7.33210 -9.85708 0.047
H -31.12898 7.74450 -11.37056 0.072
H -29.81941 8.14703 -9.46203 0.116
H -29.53933 10.74399 -9.36385 0.061
H -30.96103 10.77891 -10.41658 0.078
H -29.56037 9.92634 -10.97051 0.075
H -30.70397 8.37233 -7.70609 0.003
C -31.93938 2.89456 -8.05053 -0.052
C -30.94326 4.03811 -7.89396 -0.539
C -31.19476 5.17400 -8.83790 -0.074
O -30.97925 4.62094 -6.63955 -0.029
H -31.90815 2.56129 -9.08786 0.069
H -32.98936 3.15519 -7.91742 0.081
H -31.60418 2.09768 -7.38667 0.074
H -29.95199 3.62651 -8.08385 0.125
H -30.30075 5.79754 -8.83153 0.054
H -32.05937 5.77008 -8.54598 0.096
H -31.28267 4.87668 -9.88287 0.082
H -30.32144 5.31856 -6.68663 0.038
C -26.73768 7.37625 -2.63965 -0.047
C -27.51245 7.03577 -3.91260 -0.558
C -27.37219 5.60066 -4.31887 -0.050
O -28.80620 7.32481 -3.60462 -0.039
H -27.03611 8.32838 -2.20090 0.075
H -25.65714 7.41231 -2.77837 0.070
H -26.92199 6.60683 -1.88991 0.078
H -27.25281 7.69685 -4.73943 0.113
H -27.98617 5.30666 -5.17017 0.063
H -27.67974 4.89386 -3.54818 0.087
H -26.34185 5.41399 -4.62162 0.080
H -29.24393 7.43857 -4.45141 0.040
```

The calculation puts the total energy at -928.5259 hartree. Its total charge is -1. Its frontier orbital gap is 6.3 eV. For the molecular weight, the calculation gives 359.694 u. Its spin multiplicity is 1.


Record 5
Formula: C3H5NO
Source: OMol25
Level of theory: ωB97M-V/def2-TZVPD

Structure (XYZ):
```
10
Properties=species:S:1:pos:R:3:lowdin_charge:R:1
C 0.86772 -0.89375 -0.10634 -0.172
N -0.14084 -1.57759 -0.01835 0.065
O -1.32931 -0.85289 0.00000 -0.074
C -0.94797 0.41315 -0.07070 -0.270
C 0.57317 0.55985 -0.00297 -0.108
H 1.66765 -1.49669 0.15396 0.100
H -1.39677 0.87206 0.80343 0.127
H -1.33033 0.78278 -0.93311 0.090
H 0.89982 1.02806 0.95290 0.116
H 1.13685 1.16503 -0.77880 0.126
```

The calculation puts the total energy at -247.1983 hartree. Its frontier orbital gap is 10.5 eV. The calculation puts the relative energy (zero: lowest compared OMol25 entry of this formula, charge and spin) at 286.1 kJ/mol. For the molecular weight, the calculation gives 71.079 u. Its spin multiplicity is 1. As for the structure (SMILES): C1=NOCC1.


Record 6
Formula: C13H12CuNO5S
Source: OMol25
Level of theory: ωB97M-V/def2-TZVPD

Structure (XYZ):
```
33
Properties=species:S:1:pos:R:3:mulliken_spin:R:1
Cu 2.33404 3.24330 0.18295 0.001
O -0.46881 -2.66592 -2.18201 0.086
C -0.24261 -3.43987 -1.18598 0.707
O -1.06378 -3.39859 -0.14846 0.084
C 0.55567 -4.64656 -1.22841 0.008
O 0.43850 -5.07562 0.27208 0.009
C -0.90093 -4.69443 0.43268 0.009
C -1.27696 0.62488 -3.78294 0.000
O -0.27882 0.65901 -3.03358 0.002
O -2.28055 0.53918 -4.38420 0.000
H -0.74218 -1.70500 -2.07484 -0.005
H 1.62447 -4.25882 -1.17770 0.057
H 0.62372 -5.58739 -1.76935 0.037
H -1.69014 -5.47090 -0.12110 0.004
H -1.30041 -4.72688 1.52634 0.001
S 0.13366 1.10060 3.25981 0.000
C 1.81493 0.42175 3.29196 0.000
C 2.65703 1.24690 2.69514 0.000
C 2.21395 2.52209 2.10957 -0.001
C 0.79371 2.26652 2.12884 0.000
C -0.08644 2.68127 1.02877 0.000
C -1.39568 2.14405 0.87809 0.000
C -1.97976 2.23451 -0.36191 0.000
C -1.51316 3.33578 -1.14869 0.000
C -0.23330 3.81431 -1.10027 0.000
N 0.46692 3.40995 -0.09285 0.000
H 2.13884 -0.53100 3.77272 0.000
H 3.74819 1.06224 2.57179 0.000
H -1.73054 1.55249 1.68040 0.000
H -2.83273 1.57343 -0.64990 0.000
H -2.24561 3.88298 -1.73519 0.000
H 0.13493 4.47945 -1.88453 0.000
H 2.58384 3.40629 2.23078 0.000
```

The calculation puts the total energy at -2971.9417 hartree. Its total charge is -1. Its frontier orbital gap (spin up / spin down) is 3.9 / 3.9 eV. The calculation puts the relative energy (zero: lowest compared OMol25 entry of this formula, charge and spin) at 549.9 kJ/mol. As for the expectation value of S²: 0.753. For the molecular weight, the calculation gives 357.854 u. Its spin multiplicity is 2.